Entry 1:
Molecular formula: C24H26BF5N8OS2V
Method: DFT, ωB97M-V/def2-TZVPD

Geometry as XYZ:
```
68
C24H26BF5N8OS2V (ωB97M-V/def2-TZVPD)
V -0.3922 -0.7185 0.3435
C -2.1689 2.4410 -1.9081
C -1.2654 1.3934 -1.8125
N -1.4091 0.7728 -0.6333
N -2.4026 1.4025 0.0301
C -2.8700 2.4119 -0.7123
B -2.8523 0.9056 1.4361
N -3.1632 -0.6224 1.2995
C -4.2101 -1.3350 1.7222
C -3.9779 -2.6793 1.4639
C -2.7231 -2.7121 0.8906
N -2.2231 -1.4659 0.7926
N -1.6094 0.9977 2.3823
C -1.4219 1.5261 3.5925
C -0.1606 1.1615 4.0573
C 0.3737 0.3821 3.0573
N -0.4990 0.2860 2.0320
N -4.0481 1.6680 1.8909
C -5.2983 1.6485 1.3369
C -6.0162 2.6698 1.8901
C -5.1122 3.2942 2.7761
N -3.9356 2.7033 2.7668
H -2.3092 3.1194 -2.7308
H -0.5380 1.0454 -2.5288
H -3.6679 3.0405 -0.3511
H -5.0522 -0.8539 2.1910
H -4.6296 -3.5081 1.6757
H -2.1527 -3.5607 0.5486
H -2.1963 2.1323 4.0317
H 0.2855 1.4268 4.9992
H 1.3240 -0.1267 3.0138
H -5.5760 0.9232 0.5885
H -7.0406 2.9327 1.6935
H -5.2798 4.1450 3.4168
C 5.5498 -0.6294 0.5999
C 4.4040 -0.0562 -0.2307
C 3.5782 0.9061 0.6111
S 1.9668 1.3975 -0.0067
O 1.2711 0.0249 -0.3055
C 2.2899 2.0955 -1.6399
C 2.4673 1.1102 -2.7895
C 2.4845 1.8657 -4.1163
H 6.1590 -1.2994 -0.0042
H 5.1750 -1.1939 1.4553
H 6.2003 0.1608 0.9755
H 3.7637 -0.8622 -0.5977
H 4.8075 0.4667 -1.0980
H 4.0913 1.8542 0.7991
H 3.3443 0.4766 1.5895
H 3.1598 2.7431 -1.4996
H 1.4295 2.7450 -1.8161
H 1.6496 0.3869 -2.7784
H 3.3880 0.5421 -2.6712
H 1.5559 2.4177 -4.2712
H 2.6060 1.1729 -4.9470
H 3.3082 2.5788 -4.1545
F 2.4505 -4.8532 -3.9158
C 2.0594 -4.3562 -2.7707
C 2.5987 -4.8388 -1.5814
F 3.5039 -5.7921 -1.6166
C 2.1839 -4.3094 -0.3720
F 2.7063 -4.7683 0.7462
C 1.2321 -3.2786 -0.3201
S 0.6909 -2.6204 1.1766
C 0.7185 -2.8355 -1.5422
F -0.2548 -1.8703 -1.5127
C 1.0985 -3.3396 -2.7559
F 0.5807 -2.8880 -3.8822
```

Computed properties:
Energy above the lowest of the compared OMol25 structures with the same formula, charge and spin ... 0.0 kcal per mole
⟨S²⟩ ... 0.91
HOMO-LUMO gap (alpha / beta) ... 6.1 / 5.6 eV
Charge ... +2
Highest occupied orbital energy (alpha / beta) ... -14.33 / -14.30 eV
Multiplicity ... 2

These are the Löwdin partial charges, in e, on atoms 1 to 5:
1. V 0.88
2. C 0.01
3. C -0.09
4. N -0.06
5. N 0.04

---

Entry 2:
Molecular formula: C24H26BF6IrN8O7S3
Method: DFT, ωB97M-V/def2-TZVPD

Geometry as XYZ:
```
76
C24H26BF6IrN8O7S3 (ωB97M-V/def2-TZVPD)
Ir 0.1862 -0.2637 -0.1654
C 2.4638 -1.0902 -2.8178
C 1.8480 0.2567 -2.9147
C 1.9872 1.2214 -3.9146
C 1.1928 2.2884 -3.5270
C 0.9915 3.5910 -4.2192
N 0.6117 1.9622 -2.3601
N 1.0151 0.7344 -1.9876
B -0.4166 2.7401 -1.5178
N -1.6925 1.8862 -1.4816
N -1.6290 0.5834 -1.1519
C -2.8230 0.0252 -1.3529
C -3.1076 -1.4070 -1.0798
C -3.6907 1.0148 -1.8245
C -2.9381 2.1761 -1.8930
C -3.3975 3.5229 -2.3247
N 0.1680 2.8853 -0.1092
N 0.4747 1.8079 0.6404
C 1.0881 2.2112 1.7517
C 1.5709 1.2759 2.7994
C 1.1743 3.6053 1.7163
C 0.5918 3.9946 0.5226
C 0.4702 5.3724 -0.0270
H 3.3049 -1.1722 -3.5010
H 1.7354 -1.8621 -3.0682
H 2.8006 -1.2795 -1.8000
H 2.5820 1.1464 -4.8055
H 1.5575 3.6023 -5.1469
H 1.3338 4.4179 -3.5970
H -0.0608 3.7563 -4.4471
H -0.6353 3.7983 -1.9964
H -2.2033 -1.9107 -0.7551
H -3.4778 -1.8897 -1.9836
H -3.8684 -1.5062 -0.3055
H -4.7259 0.8963 -2.0859
H -4.4696 3.4888 -2.5002
H -2.9006 3.8250 -3.2458
H -3.1880 4.2694 -1.5610
H 1.6997 0.2781 2.3850
H 0.8594 1.2129 3.6238
H 2.5192 1.6215 3.2055
H 1.6126 4.2433 2.4607
H 0.8496 6.0864 0.6986
H -0.5651 5.6184 -0.2570
H 1.0537 5.4718 -0.9414
F -1.4265 -5.3140 -1.5749
C -0.6716 -4.9658 -0.5354
F -0.0677 -6.0496 -0.0690
F -1.4716 -4.4844 0.4118
S 0.5699 -3.6592 -1.0587
O -0.1725 -2.4213 -0.8579
O 0.8914 -3.9604 -2.4136
N 1.7480 -3.9077 -0.0651
S 2.3839 -2.8010 0.8402
O 3.7562 -3.0508 1.1036
O 2.0796 -1.4369 0.4218
C 1.4957 -3.0739 2.4628
F 1.7586 -2.1138 3.3315
F 0.1889 -3.1408 2.2368
F 1.8849 -4.2402 2.9693
O -2.1289 -1.2506 6.0400
S -1.6494 -0.1720 5.2340
O -0.9277 0.8872 5.8796
N -0.7656 -0.7292 3.9547
C -1.2769 -0.4054 2.8072
O -0.8098 -0.7217 1.6797
C -2.5565 0.3838 2.9166
C -3.3128 0.8993 1.8808
C -4.4942 1.5582 2.1965
C -4.8978 1.6989 3.5169
C -4.1199 1.1984 4.5552
C -2.9533 0.5459 4.2289
H -2.9873 0.7838 0.8611
H -5.1027 1.9588 1.3962
H -5.8265 2.2036 3.7417
H -4.4174 1.3133 5.5870
```

Computed properties:
Energy above the lowest of the compared OMol25 structures with the same formula, charge and spin ... 58.4 kcal per mole
HOMO-LUMO gap ... 7.5 eV
Highest occupied orbital energy ... -9.14 eV
Multiplicity ... 1

These are the Löwdin partial charges, in e, on atoms 1 to 5:
1. Ir 1.50
2. C -0.01
3. C -0.30
4. C 0.04
5. C -0.25

---

Entry 3:
Molecular formula: C24H26BrGeIrN5O5S
Method: DFT, ωB97M-V/def2-TZVPD

Geometry as XYZ:
```
64
C24H26BrGeIrN5O5S (ωB97M-V/def2-TZVPD)
Ir 0.4506 0.6257 -0.4886
N 0.6064 0.2189 -2.5780
C 1.9395 0.6800 -3.0548
C 2.6975 1.3566 -1.9316
O 3.4762 2.2657 -2.0647
N 2.3620 0.7493 -0.7140
C 3.0899 0.9715 0.4996
C 2.1609 1.8028 1.4118
O 2.5895 2.5824 2.2160
O 0.8663 1.5539 1.1850
H 0.4269 -0.7479 -2.8307
H -0.1308 0.7825 -2.9854
H 1.8528 1.3671 -3.8908
H 2.5296 -0.1796 -3.3733
H 4.0627 1.4319 0.3704
H 3.1775 0.0294 1.0459
C 0.5723 6.3061 0.4677
N 0.0442 5.0626 -0.0846
C 0.7958 4.0924 -0.5719
N 2.1007 4.1438 -0.4230
S -0.0514 2.8257 -1.4449
H -0.2636 6.9301 0.7644
H 1.1643 6.8393 -0.2775
H 1.1805 6.1090 1.3513
H -0.9496 4.9584 -0.2077
H 2.5356 4.8571 0.1415
H 2.7139 3.5089 -0.9213
Ge 0.1663 -1.9203 -0.6032
C -1.0024 -2.6874 0.7053
C -1.4417 -3.9996 0.5225
C -2.2219 -4.6167 1.4913
C -2.5791 -3.9260 2.6410
C -2.1595 -2.6151 2.8249
C -1.3710 -1.9979 1.8640
C 1.9631 -2.2258 0.0903
C 2.9178 -2.8035 -0.7484
C 4.1207 -3.2584 -0.2213
C 4.3831 -3.1200 1.1362
C 3.4475 -2.5251 1.9731
C 2.2417 -2.0698 1.4536
H 0.1582 -2.6790 -1.9430
H -1.1726 -4.5493 -0.3732
H -2.5524 -5.6376 1.3470
H -3.1833 -4.4118 3.3973
H -2.4440 -2.0749 3.7189
H -1.0481 -0.9740 2.0222
H 2.7170 -2.9303 -1.8078
H 4.8492 -3.7314 -0.8684
H 5.3183 -3.4822 1.5437
H 3.6548 -2.4198 3.0308
H 1.5047 -1.6298 2.1173
Br -6.5679 2.1908 1.2425
C -5.6994 0.9028 0.1821
C -6.4465 -0.0475 -0.5026
N -5.8977 -0.9858 -1.2742
C -4.5707 -0.9964 -1.3811
C -3.7509 -0.0847 -0.7277
C -4.3277 0.8912 0.0755
C -2.2866 -0.1667 -0.8775
O -1.7655 -0.9461 -1.7046
O -1.5797 0.6059 -0.1198
H -7.5278 -0.0507 -0.4238
H -4.1337 -1.7619 -2.0109
H -3.7122 1.6109 0.5970
```

Computed properties:
Energy above the lowest of the compared OMol25 structures with the same formula, charge and spin ... 61.7 kcal per mole
HOMO-LUMO gap (alpha / beta) ... 5.8 / 5.8 eV
Charge ... +1
Highest occupied orbital energy (alpha / beta) ... -11.50 / -11.41 eV
Multiplicity ... 1

These are the Löwdin partial charges, in e, on atoms 1 to 5:
1. Ir 1.22
2. N -0.12
3. C -0.11
4. C -0.52
5. O 0.09

---

Entry 4:
Molecular formula: C24H26BrN2O2
Method: DFT, ωB97M-V/def2-TZVPD

Geometry as XYZ:
```
55
C24H26BrN2O2 (ωB97M-V/def2-TZVPD)
C 3.3657 -1.0833 -2.1985
C 2.1843 -0.2491 -2.6775
N 1.8415 0.7347 -1.6060
C 0.7081 1.6345 -1.9333
C -0.1321 1.9734 -0.7294
C -1.5133 1.9838 -0.8478
C -2.3091 2.2910 0.2432
Br -4.1937 2.2825 0.0531
C -1.7383 2.5910 1.4686
C -0.3634 2.5805 1.5947
C 0.4477 2.2811 0.5061
O 1.8292 2.2574 0.5909
C 2.3523 1.6036 1.7341
C 1.7031 0.2195 1.8248
O 1.5203 -0.4318 0.7945
N 1.3228 -0.1945 3.0229
C 0.4913 -1.3814 3.2046
C -0.9585 -1.0021 3.0220
C -1.6751 -0.4451 4.0735
C -2.9897 -0.0521 3.8918
C -3.5968 -0.2086 2.6569
C -2.8843 -0.7560 1.6032
C -1.5693 -1.1462 1.7833
C 0.9805 -1.1063 -2.9908
C 0.5398 -1.2292 -4.3026
C -0.5544 -2.0225 -4.6023
C -1.2229 -2.6912 -3.5914
C -0.7888 -2.5719 -2.2813
C 0.3104 -1.7878 -1.9797
H 3.6183 -1.8229 -2.9527
H 3.1143 -1.6090 -1.2809
H 4.2425 -0.4625 -2.0267
H 2.4680 0.3161 -3.5725
H 2.6633 1.3007 -1.3775
H 1.6328 0.2001 -0.7037
H 1.0960 2.5504 -2.3888
H 0.0759 1.1273 -2.6655
H -1.9727 1.7437 -1.7941
H -2.3598 2.8283 2.3167
H 0.0746 2.8293 2.5479
H 3.4266 1.5063 1.5520
H 2.2056 2.1867 2.6480
H 1.4504 0.4016 3.8264
H 0.6773 -1.7786 4.2024
H 0.7923 -2.1155 2.4552
H -1.2097 -0.3339 5.0426
H -3.5426 0.3695 4.7172
H -4.6235 0.0915 2.5160
H -3.3567 -0.8850 0.6412
H -1.0160 -1.5758 0.9619
H 1.0582 -0.7086 -5.0949
H -0.8842 -2.1151 -5.6251
H -2.0774 -3.3070 -3.8236
H -1.3056 -3.0971 -1.4926
H 0.6446 -1.7144 -0.9563
```

Computed properties:
SMILES ... C[C@H]([NH2+]Cc1cc(Br)ccc1OCC(=O)NCc1ccccc1)c1ccccc1
Energy above the lowest of the compared OMol25 structures with the same formula, charge and spin ... 0.0 kcal per mole
HOMO-LUMO gap ... 9.4 eV
Charge ... +1
Highest occupied orbital energy ... -11.61 eV
Multiplicity ... 1

These are the Löwdin partial charges, in e, on atoms 1 to 5:
1. C -0.01
2. C -0.28
3. N 0.07
4. C -0.05
5. C -0.12